## i
20
Properties=species:S:1:pos:R:3 method="wB97M-V/def2-TZVPD" orbital_gap_ev=10.56 e_lumo_ev=-8.906 charge=+2
C 1.26623 -0.31952 0.06057
C 1.21635 -1.79439 0.37735
C 0.12200 1.86352 -0.01082
C -2.46396 -0.24063 -0.66940
N 2.28691 0.24657 -0.50561
N 0.16116 0.42998 0.44058
N -1.11526 -0.01962 0.73844
H 0.30771 -2.35483 0.15228
H 1.83426 -2.27460 -0.28316
H 1.41797 -1.82759 1.40151
H 1.01595 2.25905 0.54002
H -0.82112 2.18460 0.47906
H 0.18946 2.04367 -1.16689
H -2.23586 -1.06672 -1.19479
H -3.37460 -0.59161 -0.17709
H -2.43498 0.63209 -1.16612
H 3.01367 -0.37245 -0.86384
H 2.19391 1.24071 -0.65786
H -1.08290 -0.88601 1.31108
H -1.49688 0.84779 1.19469

---

## ii
20
Properties=species:S:1:pos:R:3 method="wB97M-V/def2-TZVPD" orbital_gap_ev=10.75 e_lumo_ev=-7.931 charge=+2
C 0.30866 -0.11149 0.01670
C -0.47503 2.15142 0.65003
C 2.63530 -0.37525 -0.49297
C -1.24702 -0.79586 0.49739
N 0.33946 1.20835 -0.16254
N 1.30447 -0.90967 -0.26970
N -2.07967 -1.39857 -0.54186
H -0.48530 1.94751 1.74128
H -0.18580 3.26679 0.52756
H -1.53200 2.20409 0.39997
H 2.85174 0.44599 0.29748
H 2.60995 0.08501 -1.50348
H 3.36063 -1.19124 -0.47037
H -1.05602 -1.51257 1.22220
H -1.67608 -0.05930 1.15341
H 1.19769 1.52220 -0.52887
H 1.16024 -1.98036 -0.27135
H -1.86792 -2.34587 -0.78717
H -2.15126 -0.91588 -1.45346
H -3.01206 -1.23531 -0.02425

---

Least stable structure: i

---

## i
20
Properties=species:S:1:pos:R:3 method="wB97M-V/def2-TZVPD" orbital_gap_ev=10.67 e_lumo_ev=-7.518 charge=+2
C -0.53993 1.11048 1.69159
C 0.40206 1.27517 0.48653
C -0.12334 0.91184 -0.83258
N 0.18084 -1.18448 -3.19082
C 0.29766 -1.73901 -1.99453
N 0.07794 -1.05660 -0.88907
N -0.17410 0.13490 2.84287
H -0.69554 2.04039 2.22727
H -1.47634 0.67858 1.34071
H 1.36184 0.80420 0.69744
H 0.58377 2.35990 0.39446
H 0.64528 0.96647 -1.60387
H -1.13860 0.95924 -1.19693
H 0.24375 -1.78548 -4.00113
H 0.21729 -0.17993 -3.17545
H 0.47320 -2.81355 -1.91862
H 0.05499 -1.73286 -0.13493
H 0.38297 -0.62962 2.43354
H 0.26837 0.24619 3.76557
H -1.04210 -0.36584 3.05792

---

## ii
20
Properties=species:S:1:pos:R:3 method="wB97M-V/def2-TZVPD" orbital_gap_ev=10.73 e_lumo_ev=-6.501 charge=+2
C 1.38333 -0.97559 0.13872
C 0.76886 0.42774 0.32944
C -0.73778 0.48223 0.19734
C -1.21117 0.99146 -0.93014
N -2.64754 0.86551 -1.28463
N -1.48554 -0.27176 1.09973
N 2.82514 -0.88758 0.55405
H 1.27919 -1.24591 -0.91058
H 0.85893 -1.76579 0.66894
H 1.15396 0.88592 1.24462
H 1.18873 1.06741 -0.45416
H -0.66611 1.36666 -1.77594
H -2.97298 -0.10768 -1.34879
H -2.85500 1.34425 -2.16492
H -3.28166 1.29562 -0.60044
H -2.02947 0.14642 1.83782
H -1.05600 -1.14693 1.35455
H 3.23210 0.01011 0.43903
H 2.80982 -0.97084 1.57574
H 3.44319 -1.51125 0.02962

---

Least stable structure: i

---

## i
187
Properties=species:S:1:pos:R:3 method="wB97M-V/def2-TZVPD" orbital_gap_ev=8.58 e_lumo_ev=0.396 smiles=COC[C@H](C)N.COC[C@H](C)N.COC[C@H](C)N.COC[C@H](C)N.COC[C@H](C)N.COC[C@H](C)N.COC[C@H](C)N.COC[C@H](C)N.COC[C@H](C)N.COC[C@H](C)N.COC[C@H](C)N
C -4.11041 -5.42405 3.03760
C -4.01117 -4.14728 2.19439
C -4.73183 -2.99817 2.76129
O -5.99399 -3.40830 3.15540
C -6.99809 -3.22013 2.20640
N -2.64130 -3.84948 1.86269
H -5.13547 -5.75786 3.24901
H -3.62423 -5.41519 4.01297
H -3.61287 -6.23873 2.43963
H -4.53668 -4.47466 1.25693
H -4.74023 -2.22542 2.00081
H -4.26028 -2.57114 3.58440
H -7.49335 -2.22798 2.28867
H -7.74838 -3.98900 2.38475
H -6.68739 -3.32902 1.17630
H -2.46160 -2.91458 1.53161
H -2.05158 -4.06098 2.64243
C 8.56071 2.35427 1.69116
C 7.31271 1.48549 1.59161
C 6.19107 2.27622 1.00654
O 5.01648 1.45501 0.90141
C 3.91252 2.33341 0.50088
N 7.42864 0.24751 0.78672
H 9.31912 1.90659 2.29858
H 8.24514 3.30868 2.21845
H 9.00738 2.49594 0.70105
H 6.91482 1.30490 2.63262
H 6.52838 2.50360 -0.03133
H 6.00907 3.17585 1.61118
H 3.09790 1.73892 0.08161
H 4.27037 3.04296 -0.19563
H 3.61117 2.75861 1.41248
H 8.00654 -0.46718 1.32141
H 6.48044 -0.19687 0.90809
C 5.88150 -3.85343 3.82519
C 6.05888 -3.77189 2.34043
C 4.71003 -3.43325 1.69963
O 4.17252 -2.29080 2.22454
C 3.17063 -1.55190 1.59463
N 7.05008 -2.78949 1.96477
H 5.41152 -4.79313 4.04634
H 5.23853 -3.01825 4.11720
H 6.83596 -3.65740 4.36913
H 6.35429 -4.75095 1.93846
H 3.91444 -4.20613 1.86430
H 4.84603 -3.29094 0.63913
H 2.15261 -1.94280 1.85401
H 3.31079 -1.61753 0.51489
H 3.15044 -0.48329 1.93163
H 6.69422 -1.88519 2.25610
H 7.28890 -2.77004 0.95629
C -1.63550 5.35493 -5.79607
C -0.44743 6.33312 -5.94582
C 0.53344 6.15421 -4.77343
O -0.11618 6.42152 -3.54423
C 0.26865 7.68066 -3.09591
N 0.31189 6.21515 -7.13449
H -2.43019 5.47784 -6.56435
H -2.05817 5.74026 -4.85274
H -1.30825 4.29995 -5.63534
H -0.96537 7.34357 -5.93485
H 1.31940 6.90336 -4.91378
H 0.95865 5.08457 -4.79077
H 1.37120 7.77052 -2.99362
H -0.07212 7.79186 -2.03134
H -0.12171 8.52896 -3.68010
H 0.62320 5.28846 -7.26501
H -0.22926 6.53786 -7.96761
C -4.84122 -1.39191 -2.40473
C -5.44880 -0.21144 -1.68230
C -5.23482 1.12729 -2.38598
O -5.63772 1.02842 -3.74575
C -5.28971 2.12472 -4.44726
N -6.89337 -0.40114 -1.44765
H -3.74138 -1.42794 -2.27102
H -5.03488 -1.35665 -3.46708
H -5.14727 -2.35776 -2.04351
H -5.05659 -0.03819 -0.64303
H -4.11883 1.26368 -2.46596
H -5.63335 1.99031 -1.77806
H -4.17256 2.31296 -4.36125
H -5.79700 3.02946 -3.99510
H -5.67705 2.02819 -5.50060
H -7.11415 -1.30078 -1.04852
H -7.40251 -0.30561 -2.31168
C -0.19169 -0.53612 0.91615
C -1.66197 -0.06013 0.72550
C -1.64008 0.94735 -0.43941
O -0.84559 2.06393 -0.18919
C -0.63445 2.95781 -1.27951
N -2.56819 -1.17167 0.59123
H 0.45234 0.32240 0.73498
H 0.11527 -1.24585 0.08882
H 0.00833 -1.05863 1.85344
H -1.89588 0.56932 1.57727
H -2.69874 1.25259 -0.63786
H -1.19971 0.45484 -1.33373
H -0.04535 3.81182 -0.92833
H -1.56617 3.10344 -1.80531
H 0.04548 2.45261 -1.98039
H -2.06194 -1.78838 -0.08330
H -3.47136 -0.90038 0.20664
C -1.72366 -5.73221 -0.53653
C -0.84113 -4.45697 -0.59515
C 0.57498 -4.81359 -0.98697
O 1.28701 -3.53407 -1.15729
C 2.38670 -3.61498 -2.01967
N -1.37801 -3.54312 -1.64149
H -2.70050 -5.51690 -0.10072
H -1.24332 -6.58392 -0.00817
H -1.82967 -6.04385 -1.55288
H -0.77298 -3.79919 0.33227
H 0.64919 -5.22988 -1.95914
H 1.22489 -5.28918 -0.32968
H 2.08910 -3.96918 -3.01673
H 3.22193 -4.22657 -1.65929
H 2.84229 -2.66061 -2.15401
H -0.61933 -2.96940 -2.02030
H -1.68562 -4.08387 -2.39874
C 5.19884 1.97834 5.35889
C 4.47370 0.64353 5.45763
C 3.02171 0.76189 5.17329
O 2.83398 1.20931 3.85079
C 1.65993 2.00496 3.60008
N 5.20344 -0.30046 4.60463
H 5.11880 2.42768 4.38825
H 6.21222 2.00897 5.66642
H 4.70979 2.68037 6.08625
H 4.59219 0.19169 6.44940
H 2.48368 1.46776 5.82803
H 2.45727 -0.13618 5.29616
H 1.56902 2.38061 2.58178
H 1.68204 2.87115 4.27676
H 0.78336 1.45234 3.91883
H 5.26906 0.07215 3.67555
H 4.75426 -1.21209 4.56120
C -0.64861 -2.77458 -5.83901
C 0.72366 -2.20140 -5.77990
C 0.85452 -1.21442 -4.66596
O 2.22361 -0.84315 -4.46957
C 2.36162 0.09254 -3.42024
N 1.73908 -3.21877 -5.50433
H -1.43063 -1.98273 -5.75745
H -0.82312 -3.37219 -4.95904
H -0.78209 -3.38764 -6.72993
H 0.92200 -1.63429 -6.71051
H 0.42872 -1.64918 -3.72226
H 0.30601 -0.33232 -4.92611
H 3.42780 0.10829 -3.19177
H 1.73863 -0.23015 -2.53112
H 2.11006 1.13575 -3.62237
H 2.69747 -2.86064 -5.61963
H 1.54971 -3.97139 -6.18668
C -0.47580 -1.14096 4.78352
C -1.11999 -2.50972 4.81085
C -0.18405 -3.67734 4.54109
O 0.13516 -3.48400 3.14323
C 1.13931 -4.38956 2.64388
N -1.82950 -2.80002 6.07498
H 0.27378 -1.04903 5.60103
H -1.22416 -0.38643 5.00903
H 0.11105 -0.88184 3.88256
H -1.84664 -2.43492 4.01654
H -0.67179 -4.60673 4.76083
H 0.75649 -3.56704 5.09861
H 1.29204 -4.13033 1.57526
H 0.79526 -5.42255 2.73662
H 2.01517 -4.35438 3.29700
H -1.22971 -2.92767 6.83358
H -2.47256 -2.04416 6.28613
C -3.21074 6.66064 -2.01367
C -4.57559 6.00640 -1.64965
C -4.74251 5.41704 -0.24785
O -4.01352 4.17689 -0.28014
C -4.43072 3.23916 0.66558
N -5.59616 7.04769 -1.71756
H -3.22111 6.97880 -3.08716
H -2.57395 5.72271 -2.05361
H -2.78488 7.40228 -1.27044
H -4.82873 5.22585 -2.33980
H -5.80117 5.15291 -0.01850
H -4.25724 6.09608 0.48503
H -5.38817 2.80964 0.44619
H -4.39927 3.59175 1.72693
H -3.69915 2.41170 0.64550
H -6.55924 6.71355 -1.55708
H -5.50172 7.47458 -2.61900

---

## ii
187
Properties=species:S:1:pos:R:3 method="wB97M-V/def2-TZVPD" orbital_gap_ev=9.11 e_lumo_ev=0.465 smiles=COC[C@H](C)N.COC[C@H](C)N.COC[C@H](C)N.COC[C@H](C)N.COC[C@H](C)N.COC[C@H](C)N.COC[C@H](C)N.COC[C@H](C)N.COC[C@H](C)N.COC[C@H](C)N.COC[C@H](C)N
C 6.52026 5.34434 1.76949
C 5.09441 5.74012 1.99312
C 4.39649 4.96073 3.12046
O 4.32017 3.58296 2.77290
C 4.05486 2.67604 3.81253
N 5.26220 7.11907 2.31139
H 7.02863 5.99945 1.06205
H 6.66794 4.31777 1.43417
H 7.12292 5.25288 2.67312
H 4.49730 5.61653 1.08964
H 3.43348 5.43354 3.31324
H 4.93173 5.10104 4.05958
H 3.30069 3.02130 4.51972
H 4.84896 2.56555 4.55096
H 3.86593 1.66562 3.44994
H 4.38619 7.44660 2.69274
H 5.37450 7.54680 1.40335
C 1.72276 1.04145 0.63249
C 0.18387 0.74149 1.02075
C -0.50673 0.23254 -0.24089
O -0.77391 1.29581 -1.08529
C -1.23060 0.85768 -2.38661
N 0.04481 -0.29767 2.08692
H 1.99295 1.58468 -0.27304
H 2.26587 0.10993 0.47312
H 2.25826 1.51747 1.45392
H -0.25049 1.68302 1.35683
H -1.33624 -0.42443 0.02065
H 0.24641 -0.43163 -0.66486
H -2.32029 0.83335 -2.37676
H -0.80361 -0.08228 -2.73624
H -1.06368 1.60164 -3.16556
H 0.56056 0.02050 2.89492
H -0.88803 -0.29142 2.47406
C 0.27108 3.89356 3.40795
C -1.21381 4.17364 2.84542
C -2.30754 4.03913 3.92710
O -2.53135 2.63987 4.18581
C -3.60940 2.46484 5.03991
N -1.32136 5.52343 2.29234
H 0.28124 4.61810 4.22223
H 0.96349 4.02742 2.57683
H 0.47399 2.91606 3.84546
H -1.40466 3.47713 2.02900
H -3.18612 4.62086 3.64822
H -1.90158 4.55400 4.79785
H -3.49882 1.57286 5.65655
H -4.40129 2.21711 4.33305
H -3.92371 3.24045 5.73829
H -0.77192 5.68602 1.46061
H -0.86373 6.19585 2.89112
C -2.57894 5.75381 -3.03028
C -2.12564 4.37447 -2.47502
C -1.19813 4.67962 -1.24401
O -0.06030 5.43325 -1.70127
C 0.91525 5.60972 -0.66178
N -3.24622 3.47696 -1.99888
H -3.19110 6.40452 -2.40583
H -3.19537 5.70163 -3.92771
H -1.67443 6.27347 -3.34640
H -1.59262 3.80679 -3.23773
H -0.92629 3.75527 -0.73431
H -1.75775 5.28140 -0.52792
H 1.78645 6.09775 -1.09874
H 1.35863 4.62213 -0.53457
H 0.55358 6.00169 0.28883
H -3.70769 3.03358 -2.78026
H -2.79970 2.73165 -1.48386
C 5.02832 2.89941 -1.25364
C 5.37795 2.07145 -2.35903
C 4.11960 1.43692 -3.00317
O 3.52292 0.52788 -2.11337
C 2.70814 -0.46389 -2.79191
N 6.01744 2.95883 -3.27633
H 4.26543 3.65150 -1.45473
H 5.87958 3.44438 -0.84567
H 4.62137 2.37215 -0.39081
H 6.04089 1.27163 -2.02902
H 4.45536 0.89778 -3.88900
H 3.34797 2.10953 -3.37774
H 2.94367 -0.72453 -3.82375
H 1.71441 -0.02826 -2.89610
H 2.55630 -1.43062 -2.31183
H 6.73956 3.55886 -2.90402
H 5.28241 3.62426 -3.46871
C -3.25319 -2.09384 -2.31071
C -4.71446 -1.72058 -2.51679
C -5.49432 -2.45246 -3.63717
O -5.66479 -3.84588 -3.22315
C -6.40264 -4.68070 -4.06344
N -5.37881 -1.83398 -1.20744
H -3.11718 -3.16619 -2.45095
H -2.77635 -1.88731 -1.35255
H -2.66660 -1.61904 -3.09720
H -4.80225 -0.65820 -2.74426
H -5.05222 -2.33539 -4.62659
H -6.52274 -2.16514 -3.85601
H -6.19201 -5.65630 -3.62532
H -5.91452 -4.73820 -5.03634
H -7.48504 -4.56026 -4.01886
H -5.52496 -2.82926 -1.11713
H -4.68009 -1.57640 -0.52513
C -4.84239 -0.80486 3.46773
C -3.59796 -0.61951 2.62030
C -3.84325 0.57194 1.62791
O -4.92184 0.27713 0.77177
C -5.23483 1.25268 -0.19723
N -2.49640 -0.24533 3.44224
H -4.60236 -1.72061 4.00801
H -5.73093 -0.99470 2.86560
H -4.90804 -0.09451 4.29187
H -3.42104 -1.58328 2.14287
H -2.95780 0.78295 1.02830
H -3.99581 1.46238 2.23779
H -5.17753 2.24579 0.24835
H -6.30026 1.29474 -0.42349
H -4.65536 1.08310 -1.10473
H -2.45714 -0.89173 4.21730
H -2.66744 0.67319 3.82586
C 5.52896 -0.41386 1.03921
C 7.01433 -0.12438 1.47883
C 7.39470 1.36848 1.19563
O 8.83698 1.37741 1.40497
C 9.44042 2.65650 1.24829
N 6.95330 -0.57223 2.85386
H 4.80675 0.16648 1.61341
H 5.19959 -1.44682 1.15152
H 5.35397 -0.04911 0.02706
H 7.74422 -0.77588 0.99831
H 6.84439 1.96032 1.92705
H 7.05863 1.61274 0.18790
H 9.54012 2.95402 0.20442
H 10.48762 2.56556 1.53677
H 8.91886 3.36270 1.89432
H 6.46347 0.16483 3.34060
H 6.33175 -1.35963 2.97123
C -3.92001 -4.67620 -7.93274
C -2.42238 -4.37213 -7.74558
C -2.34130 -3.46158 -6.54831
O -0.95427 -3.24086 -6.09951
C -0.73860 -2.00940 -5.47203
N -1.64722 -5.57783 -7.51871
H -4.34771 -5.43464 -7.27703
H -3.93326 -5.10405 -8.93516
H -4.51345 -3.77478 -8.08563
H -2.04861 -3.81227 -8.60287
H -2.99769 -3.74424 -5.72530
H -2.79250 -2.48333 -6.71423
H 0.13478 -2.12797 -4.83075
H -1.66275 -1.85269 -4.91569
H -0.68112 -1.21591 -6.21712
H -0.82007 -5.30289 -7.00848
H -2.08581 -6.24094 -6.89579
C 0.31971 -3.98197 5.16865
C -0.54122 -4.48915 3.97566
C -1.31157 -5.76638 4.33170
O -0.54398 -6.98615 4.24161
C -0.97702 -8.03233 5.07637
N -1.39540 -3.35891 3.54063
H -0.16080 -3.81193 6.13214
H 0.79242 -3.02972 4.92810
H 1.11594 -4.68377 5.41681
H 0.11423 -4.75454 3.14616
H -2.12545 -5.90227 3.61950
H -1.89549 -5.67393 5.24744
H -0.23061 -8.82420 5.13881
H -1.84659 -8.47314 4.58888
H -1.21139 -7.68919 6.08405
H -1.83865 -3.64879 2.68062
H -0.90913 -2.50640 3.30220
C -0.02681 -3.87504 -1.50945
C -0.14565 -4.81848 -0.35767
C -1.66788 -5.23821 -0.06583
O -2.53071 -4.22005 0.49255
C -3.87787 -4.61241 0.84582
N 0.60432 -6.02493 -0.71249
H -0.39027 -4.27376 -2.45657
H 0.96035 -3.54022 -1.82806
H -0.56606 -2.92783 -1.49978
H 0.24707 -4.45208 0.59080
H -1.80848 -6.12499 0.55219
H -2.10424 -5.55003 -1.01477
H -4.38028 -4.94979 -0.06074
H -4.38230 -3.72845 1.23603
H -3.95561 -5.42211 1.57138
H 0.16460 -6.80796 -0.25030
H 0.36717 -6.16435 -1.68430

---

Least stable structure: ii